No. 1
Computed, not measured: an isolated ion of composition C6H9F3NS and charge +1, with ωB97M-V with the def2-TZVPD basis set.

Geometry (Å):
F1 -2.967 0.911 1.332
C1 -3.035 0.599 0.024
F2 -3.781 -0.504 -0.087
F3 -3.667 1.593 -0.597
C2 -1.644 0.385 -0.568
C3 -0.584 0.247 0.520
N1 0.710 -0.234 -0.009
C4 0.883 -1.258 -0.784
S1 2.486 -1.698 -1.107
C5 2.995 -0.666 0.331
C6 1.997 0.457 0.265
H1 -1.425 1.230 -1.218
H2 -1.700 -0.508 -1.188
H3 -0.905 -0.437 1.303
H4 -0.384 1.207 0.984
H5 0.045 -1.805 -1.193
H6 4.038 -0.371 0.302
H7 2.799 -1.311 1.189
H8 1.949 1.106 1.133
H9 2.190 1.058 -0.631

HOMO level   -14.5 eV
Relative energy (zero: lowest compared OMol25 entry of this formula, charge and spin)   6.0 kcal/mol
Multiplicity   1
E_LUMO   -4.6706 eV
Charge   +1
F_max   0.5 eV Å⁻¹

In elementary charge units, the Mulliken charges are:
1. F -0.2721
2. C 0.8095
3. F -0.2614
4. F -0.2589
5. C -0.7199
6. C -0.5310
7. N 0.1955
8. C 0.0296
9. S 0.0099
10. C -0.5826
11. C -0.5519
12. H 0.3269
13. H 0.3805
14. H 0.3465
15. H 0.2924
16. H 0.3336
17. H 0.4553
18. H 0.3208
19. H 0.3579
20. H 0.3194



No. 2
Computed, not measured: C6H9FO as an isolated structure, with ωB97M-V with the def2-TZVPD basis set.

Geometry (Å):
C1 0.077 -1.887 0.842
C2 0.069 -0.517 0.250
C3 -1.124 0.449 0.345
C4 -0.297 1.170 -0.752
C5 0.961 1.519 0.062
C6 0.090 -0.234 -1.264
H1 1.077 -2.321 0.781
H2 -0.657 -2.527 0.324
H3 -1.282 0.957 1.293
H4 -2.070 0.012 -0.016
H5 -0.704 1.950 -1.418
H6 0.797 2.305 0.771
H7 1.804 1.751 -0.565
H8 -0.708 -0.701 -1.803
H9 1.056 -0.368 -1.774
O1 1.166 0.269 0.733
F1 -0.256 -1.829 2.193

HOMO level   -9.6 eV
Relative energy (zero: lowest compared OMol25 entry of this formula, charge and spin)   15.3 kcal/mol
Multiplicity   1
E_LUMO   0.9382 eV
F_max   1.0 eV Å⁻¹

In elementary charge units, the Mulliken charges are:
1. C -0.6157
2. C 0.6518
3. C -0.5547
4. C -0.2664
5. C -0.6143
6. C -0.6436
7. H 0.2988
8. H 0.2773
9. H 0.2792
10. H 0.2792
11. H 0.4324
12. H 0.3330
13. H 0.3318
14. H 0.3315
15. H 0.2752
16. O -0.4888
17. F -0.3067



No. 3
Computed, not measured: the molecule C6H9FO, with ωB97M-V with the def2-TZVPD basis set.

Geometry (Å):
C1 -2.118 -0.976 0.821
C2 -2.024 -0.738 -0.485
O1 -1.247 0.246 -1.029
C3 -0.117 0.555 -0.350
C4 -0.022 1.824 0.251
C5 0.943 -0.376 -0.653
C6 2.206 0.147 0.020
F1 3.074 -1.021 0.001
H1 -2.731 -1.726 1.312
H2 -1.641 -0.413 1.605
H3 -2.599 -1.178 -1.321
H4 0.960 2.122 0.601
H5 -1.099 2.262 0.531
H6 0.808 -1.410 -0.152
H7 1.070 -0.687 -1.658
H8 1.953 0.339 1.037
H9 2.583 1.029 -0.530

HOMO level   -9.3 eV
Relative energy (zero: lowest compared OMol25 entry of this formula, charge and spin)   51.3 kcal/mol
Multiplicity   1
E_LUMO   0.9749 eV
SMILES   C=COC(=C)CCF
F_max   4.6 eV Å⁻¹

In elementary charge units, the Mulliken charges are:
1. C -0.7618
2. C 0.0172
3. O -0.3844
4. C 0.1754
5. C -0.9264
6. C 0.0354
7. C -0.6673
8. F -0.3410
9. H 0.2725
10. H 0.2799
11. H 0.3549
12. H 0.3479
13. H 0.2203
14. H 0.2588
15. H 0.3798
16. H 0.4116
17. H 0.3273



No. 4
Computed, not measured: the molecule C6H9FS, with ωB97M-V with the def2-TZVPD basis set.

Geometry (Å):
C1 0.637 0.413 -2.309
C2 0.394 0.541 -0.783
S1 1.860 -0.154 0.215
C3 0.865 -0.703 1.727
C4 -0.430 0.000 1.358
F1 -0.254 1.355 1.646
C5 -1.855 -0.162 0.861
C6 -0.636 -0.277 -0.068
H1 -0.250 0.725 -2.859
H2 1.503 1.065 -2.652
H3 0.938 -0.639 -2.667
H4 0.328 1.558 -0.474
H5 0.842 -1.775 1.894
H6 1.369 -0.254 2.599
H7 -2.373 -1.112 0.949
H8 -2.374 0.785 0.897
H9 -0.565 -1.367 -0.334

HOMO level   -8.6 eV
Relative energy (zero: lowest compared OMol25 entry of this formula, charge and spin)   60.7 kcal/mol
Multiplicity   1
E_LUMO   0.9361 eV
SMILES   C[C@@H]1SC[C@]2(F)C[C@@H]12
F_max   2.0 eV Å⁻¹

In elementary charge units, the Mulliken charges are:
1. C -1.2596
2. C 0.0363
3. S -0.1787
4. C -0.7969
5. C 0.7254
6. F -0.3112
7. C -0.6981
8. C -0.3238
9. H 0.3602
10. H 0.3359
11. H 0.2839
12. H 0.4356
13. H 0.3438
14. H 0.3536
15. H 0.2604
16. H 0.2631
17. H 0.1701



No. 5
Computed, not measured: C6H9HoO4 as an isolated structure, with ωB97M-V with the def2-TZVPD basis set.

Geometry (Å):
O1 3.246 -0.935 0.601
C1 2.268 -1.042 -0.202
O2 2.378 -0.542 -1.364
O3 1.142 -1.516 0.261
C2 0.501 -0.892 1.390
Ho1 4.836 -0.137 -1.031
H1 0.944 0.110 1.438
H2 0.851 -1.531 2.211
C3 -1.094 -1.093 1.427
C4 -1.678 -0.199 0.402
H3 -1.331 -2.148 1.227
H4 -1.475 -0.830 2.425
H5 -2.588 -0.560 -0.087
C5 -1.022 0.860 -0.129
C6 -1.579 1.595 -1.314
O4 -0.559 2.394 -1.892
H6 -0.200 1.385 0.368
H7 -2.417 2.236 -0.988
H8 -1.981 0.878 -2.051
H9 -0.241 1.965 -2.691

HOMO level (alpha / beta)   -16.9 / -16.5 eV
Relative energy (zero: lowest compared OMol25 entry of this formula, charge and spin)   6.4 kcal/mol
Multiplicity   5
<S²>   6.005
E_LUMO (alpha / beta)   -8.1212 / -10.9186 eV
Charge   +2
F_max   3.6 eV Å⁻¹

In elementary charge units, the Mulliken charges are:
1. O -0.7938
2. C 1.1209
3. O -0.7932
4. O -0.3117
5. C -0.6943
6. Ho 1.6159
7. H 0.4576
8. H 0.3565
9. C -0.5306
10. C -0.1800
11. H 0.3760
12. H 0.3748
13. H 0.3901
14. C 0.2766
15. C -0.5675
16. O -0.4933
17. H 0.3226
18. H 0.3430
19. H 0.4122
20. H 0.3185



No. 6
Computed, not measured: the molecule C6H9IO, with ωB97M-V with the def2-TZVPD basis set.

Geometry (Å):
C1 -0.344 0.439 -0.115
C2 -0.137 -0.958 0.190
C3 -1.441 1.115 0.224
C4 2.168 -1.204 -0.005
C5 -1.546 2.583 -0.043
C6 3.160 -2.292 -0.253
O1 1.000 -1.622 -0.068
I1 2.936 0.716 -0.108
H1 0.414 0.988 -0.629
H2 -0.900 -1.793 0.065
H3 -2.417 0.693 0.718
H4 -2.541 3.140 -0.119
H5 -0.930 2.871 -0.912
H6 -1.120 3.239 0.849
H7 3.155 -2.493 -1.254
H8 2.738 -3.215 0.249
H9 4.202 -2.129 0.240

HOMO level (alpha / beta)   -6.7 / -7.1 eV
Relative energy (zero: lowest compared OMol25 entry of this formula, charge and spin)   88.5 kcal/mol
Multiplicity   1
E_LUMO (alpha / beta)   0.2096 / 0.4819 eV
F_max   4.7 eV Å⁻¹

In elementary charge units, the Mulliken charges are:
1. C 0.0414
2. C -0.3688
3. C -0.1747
4. C 0.2684
5. C -1.0479
6. C -1.0912
7. O -0.2127
8. I 0.0699
9. H 0.1961
10. H 0.2770
11. H 0.2617
12. H 0.3202
13. H 0.2788
14. H 0.2236
15. H 0.3205
16. H 0.2884
17. H 0.3494



No. 7
Computed, not measured: C6H9MgO6 as an isolated structure, with ωB97M-V with the def2-TZVPD basis set.

Geometry (Å):
Mg1 -0.205 -0.335 -0.313
C1 -3.804 -0.954 0.980
C2 -2.420 -0.718 0.467
O1 -1.963 -1.316 -0.560
O2 -1.651 0.152 0.969
H1 -4.245 -1.881 0.627
H2 -4.479 -0.152 0.673
H3 -3.771 -0.870 2.068
C3 0.382 3.216 -2.613
C4 0.819 2.219 -1.569
O3 -0.018 1.247 -1.401
O4 1.874 2.337 -0.948
H4 0.124 2.657 -3.514
H5 1.155 3.943 -2.860
H6 -0.491 3.779 -2.281
C5 2.944 -2.469 1.709
C6 2.351 -1.148 1.168
O5 1.241 -1.252 0.534
O6 2.990 -0.129 1.383
H7 2.647 -2.597 2.749
H8 4.022 -2.443 1.595
H9 2.497 -3.285 1.136

HOMO level   -5.4 eV
Multiplicity   1
E_LUMO   3.0739 eV
Charge   -1
F_max   2.1 eV Å⁻¹

In elementary charge units, the Mulliken charges are:
1. Mg 0.8479
2. C -1.0705
3. C 1.2785
4. O -0.8147
5. O -0.7676
6. H 0.2918
7. H 0.2812
8. H 0.2918
9. C -0.9991
10. C 0.8636
11. O -0.7204
12. O -0.6349
13. H 0.2644
14. H 0.2904
15. H 0.2432
16. C -0.9449
17. C 0.7589
18. O -0.6301
19. O -0.6281
20. H 0.2445
21. H 0.2765
22. H 0.2774



No. 8
Computed, not measured: the molecule C6H9N, with ωB97M-V with the def2-TZVPD basis set.

Geometry (Å):
C1 0.623 -1.777 0.835
C2 0.565 -0.530 0.012
C3 0.120 -0.556 -1.357
C4 -1.353 0.028 -1.213
C5 -1.419 1.135 -0.476
C6 -0.194 1.740 0.244
N1 0.645 0.634 0.664
H1 -0.345 -2.281 0.722
H2 0.746 -1.551 1.897
H3 1.403 -2.477 0.522
H4 0.150 -1.546 -1.817
H5 0.666 0.154 -1.987
H6 -2.335 1.719 -0.382
H7 0.337 2.408 -0.447
H8 -0.443 2.335 1.132
H9 0.833 0.565 1.653

HOMO level (alpha / beta)   -6.8 / -6.8 eV
Relative energy (zero: lowest compared OMol25 entry of this formula, charge and spin)   87.0 kcal/mol
Multiplicity   1
E_LUMO (alpha / beta)   0.6465 / 0.6467 eV
F_max   0.4 eV Å⁻¹

In elementary charge units, the Mulliken charges are:
1. C -1.2585
2. C 0.6004
3. C -0.3922
4. C -0.6181
5. C -0.3109
6. C -0.6193
7. N -0.1930
8. H 0.3288
9. H 0.3632
10. H 0.2901
11. H 0.2878
12. H 0.2906
13. H 0.3506
14. H 0.2258
15. H 0.3661
16. H 0.2885